[1]
One molecule with the formula C20H22N2OS, computed with the ωB97M-V functional and the def2-TZVPD basis.

Last column: natural (NBO) charge in e.
Positions of all 46 atoms, in Å:
C -0.243 0.860 4.956  -0.612
C -0.674 1.682 3.761  -0.050
C -2.057 2.270 4.053  -0.614
N -0.679 0.786 2.584  -0.591
C -0.642 1.215 1.242  0.108
S -0.454 2.823 0.966  -0.205
C -0.701 0.232 0.169  -0.156
C -1.048 0.620 -1.088  0.078
N -1.117 -0.487 -1.926  -0.387
C -1.298 -0.409 -3.411  -0.231
C -0.011 -0.693 -4.203  -0.079
O 0.828 0.470 -4.196  -0.504
C 1.614 0.614 -3.098  0.294
C 2.301 -0.388 -2.372  -0.303
C 2.942 -0.109 -1.179  -0.184
C 3.007 1.201 -0.692  -0.241
C 2.393 2.238 -1.416  -0.180
C 1.703 1.930 -2.596  -0.262
C -0.891 -1.640 -1.169  0.225
C -0.900 -2.995 -1.538  -0.261
C -0.535 -3.943 -0.569  -0.217
C -0.325 -3.565 0.723  -0.227
C -0.417 -2.212 1.118  -0.190
C -0.600 -1.240 0.175  -0.110
H -0.980 0.097 5.198  0.199
H 0.717 0.374 4.751  0.213
H -0.115 1.508 5.826  0.220
H 0.077 2.441 3.596  0.223
H -2.715 1.474 4.440  0.198
H -2.500 2.762 3.193  0.232
H -1.960 3.011 4.835  0.210
H -0.781 -0.222 2.774  0.392
H -1.212 1.647 -1.432  0.253
H -1.665 0.599 -3.681  0.227
H -2.073 -1.101 -3.686  0.208
H 0.480 -1.577 -3.744  0.192
H -0.288 -0.853 -5.249  0.203
H 2.284 -1.411 -2.672  0.211
H 3.380 -0.962 -0.672  0.216
H 3.541 1.485 0.208  0.217
H 2.375 3.270 -1.088  0.224
H 1.107 2.744 -3.096  0.220
H -1.106 -3.275 -2.562  0.210
H -0.492 -4.966 -0.862  0.215
H -0.088 -4.280 1.467  0.212
H -0.180 -2.024 2.166  0.202

Output
- Structure (SMILES): CC(C)NC(=S)c1cn(CCOc2ccccc2)c2ccccc12
- Frontier orbital gap: 8.277 eV
- HOMO level: -0.2862 hartree
- ΔE to the lowest compared entry with this formula, charge and spin: 55.07 kJ/mol
- Spin multiplicity: 1
- LUMO level: 0.49 eV



[2]
One molecule with the formula C20H22N4O3S, computed with the ωB97M-V functional and the def2-TZVPD basis.

Last column: natural (NBO) charge in e.
Positions of all 50 atoms, in Å:
C 3.943 2.266 2.321  -0.556
C 2.836 1.442 2.871  -0.409
C 2.656 0.126 2.168  -0.370
C 1.951 0.608 0.945  0.068
N 2.279 0.154 -0.105  -0.314
N 1.633 0.286 -1.284  -0.307
C 0.764 1.235 -1.008  0.251
N -0.003 1.987 -2.009  -0.717
C -0.885 1.425 -3.016  0.754
O -1.301 2.130 -3.719  -0.505
C -0.455 -0.025 -3.420  0.039
C 0.462 -0.339 -4.247  -0.498
C 0.540 -1.866 -4.793  -0.529
O -0.751 -0.707 -2.062  -0.521
C -1.605 -0.489 -1.210  0.816
O -2.487 0.431 -1.301  -0.663
C -1.160 -1.453 0.023  -0.059
C -0.157 -2.149 -0.059  -0.208
C 0.544 -2.580 1.217  0.262
C 1.425 -3.676 1.228  -0.623
N -0.183 -2.333 2.365  -0.429
C -1.026 -1.205 2.555  0.078
C -1.439 -0.814 3.717  -0.203
C -2.491 -0.033 3.864  -0.208
C -2.914 0.528 2.753  -0.169
C -2.650 0.262 1.455  -0.177
C -1.482 -0.695 1.319  -0.025
S 0.643 1.676 0.761  0.336
H 4.361 3.163 2.820  0.218
H 4.813 1.416 2.227  0.181
H 3.626 2.525 1.505  0.172
H 3.058 1.061 3.865  0.200
H 2.008 2.077 3.072  0.208
H 1.727 -0.344 2.612  0.233
H 3.370 -0.374 1.983  0.199
H -0.157 3.016 -1.715  0.421
H -1.547 -0.304 -3.891  0.194
H 0.531 0.291 -5.158  0.276
H 1.355 -0.150 -3.558  0.250
H -0.410 -1.745 -5.350  0.201
H 0.514 -2.353 -4.008  0.187
H 1.385 -1.893 -5.316  0.208
H 0.310 -2.449 -0.812  0.204
H 1.603 -3.919 2.352  0.247
H 2.334 -3.074 0.626  0.229
H 0.995 -4.388 0.842  0.201
H -1.103 -1.130 4.634  0.218
H -2.671 0.218 4.809  0.213
H -3.959 1.342 2.830  0.178
H -2.995 0.732 0.644  0.244

Output
- Structure (SMILES): CCCc1nnc(NC(=O)[C@@H](CC)OC(=O)c2cc(C)nc3ccccc23)s1
- Frontier orbital gap: 8.757 eV
- HOMO level: -0.3222 hartree
- ΔE to the lowest compared entry with this formula, charge and spin: 1892.27 kJ/mol
- Spin multiplicity: 1
- LUMO level: -0.01 eV



[3]
C20H22N4O3S2 as an isolated structure, computed with the ωB97M-V functional and the def2-TZVPD basis.

Last column: natural (NBO) charge in e.
Positions of all 51 atoms, in Å:
O -2.313 2.559 2.156  -0.637
C -2.236 1.349 2.225  0.699
N -3.313 0.536 2.157  -0.614
H -3.166 -0.460 2.120  0.394
C -4.617 1.015 1.763  -0.220
H -4.538 2.103 1.709  0.236
H -5.355 0.746 2.526  0.195
C -5.033 0.437 0.402  -0.429
C -3.975 0.725 -0.626  -0.026
C -3.905 1.973 -1.232  -0.164
C -2.898 2.261 -2.135  -0.215
C -1.945 1.304 -2.442  -0.227
C -2.006 0.058 -1.844  -0.197
C -3.014 -0.227 -0.940  -0.228
H -3.042 -1.202 -0.475  0.212
H -1.263 -0.694 -2.060  0.226
H -1.157 1.530 -3.147  0.199
H -2.854 3.236 -2.598  0.212
H -4.643 2.725 -0.991  0.202
H -5.984 0.885 0.110  0.221
H -5.174 -0.642 0.498  0.204
C -0.913 0.623 2.410  -0.325
C -0.144 1.163 3.619  -0.394
C 1.217 0.479 3.720  -0.420
C 1.992 0.634 2.410  -0.219
N 1.217 0.193 1.270  -0.679
S 1.208 -1.454 1.000  2.329
O 1.741 -2.174 2.125  -0.946
O -0.070 -1.862 0.492  -0.935
C 2.414 -1.572 -0.319  -0.323
C 3.506 -2.386 -0.218  -0.151
C 4.454 -2.480 -1.258  -0.208
C 4.321 -1.759 -2.414  -0.198
C 3.210 -0.909 -2.546  0.163
N 2.895 -0.120 -3.574  -0.631
S 1.532 0.652 -3.230  0.990
N 1.261 0.042 -1.772  -0.620
C 2.240 -0.812 -1.482  0.074
H 5.038 -1.824 -3.217  0.232
H 5.299 -3.139 -1.131  0.226
H 3.627 -2.962 0.686  0.248
C -0.065 0.845 1.149  -0.232
H -0.556 0.431 0.270  0.260
H 0.096 1.916 0.996  0.221
H 2.902 0.033 2.433  0.221
H 2.257 1.682 2.243  0.202
H 1.797 0.907 4.539  0.214
H 1.082 -0.587 3.910  0.219
H -0.718 0.990 4.532  0.214
H -0.022 2.242 3.497  0.216
H -1.071 -0.454 2.524  0.208

Output
- Frontier orbital gap: 7.950 eV
- HOMO level: -0.3319 hartree
- ΔE to the lowest compared entry with this formula, charge and spin: 90.85 kJ/mol
- Spin multiplicity: 1
- LUMO level: -1.08 eV



[4]
One molecule with the formula C20H22N4O4S, computed with the ωB97M-V functional and the def2-TZVPD basis.

Last column: natural (NBO) charge in e.
Positions of all 51 atoms, in Å:
C 0.849 2.406 3.880  -0.248
O 1.061 1.959 2.565  -0.508
C 1.999 2.600 1.792  0.252
C 2.812 3.610 2.275  -0.280
C 3.707 4.269 1.445  -0.232
C 3.785 3.914 0.117  -0.222
C 2.994 2.888 -0.373  -0.274
C 2.095 2.194 0.437  0.199
N 1.247 1.211 -0.061  -0.448
C 1.127 -0.066 0.612  -0.232
C 2.179 -1.056 0.087  -0.243
N 2.006 -1.220 -1.347  -0.438
C 1.440 -2.356 -1.795  0.692
O 1.296 -3.336 -1.090  -0.640
C 1.017 -2.405 -3.267  -0.617
S -0.415 -3.521 -3.396  0.336
C -1.392 -2.669 -2.267  0.300
N -1.128 -1.509 -1.743  -0.366
N -2.145 -1.231 -0.902  -0.308
C -2.980 -2.224 -0.959  0.468
C -4.208 -2.375 -0.244  -0.232
C -5.123 -3.465 -0.344  -0.276
C -6.131 -3.174 0.514  0.084
O -5.908 -1.995 1.132  -0.393
C -4.745 -1.504 0.679  0.373
C -4.243 -0.207 1.192  -0.678
O -2.553 -3.182 -1.827  -0.407
C 2.144 0.041 -2.040  -0.228
C 1.097 1.028 -1.485  -0.239
H 0.029 1.801 4.263  0.199
H 0.562 3.462 3.907  0.178
H 1.733 2.253 4.510  0.174
H 2.745 3.912 3.308  0.216
H 4.325 5.058 1.845  0.212
H 4.468 4.422 -0.548  0.211
H 3.089 2.631 -1.416  0.205
H 1.240 0.061 1.685  0.234
H 0.131 -0.464 0.401  0.215
H 2.058 -2.031 0.557  0.249
H 3.188 -0.675 0.280  0.193
H 0.707 -1.444 -3.667  0.240
H 1.804 -2.846 -3.878  0.255
H -5.020 -4.327 -0.970  0.237
H -7.029 -3.698 0.771  0.207
H -4.118 -0.253 2.273  0.229
H -3.291 0.013 0.720  0.267
H -4.955 0.587 0.971  0.230
H 2.038 -0.078 -3.116  0.208
H 3.154 0.414 -1.836  0.200
H 1.151 1.988 -1.998  0.209
H 0.106 0.592 -1.650  0.235

Output
- Structure (SMILES): COc1ccccc1N1CCN(C(=O)CSc2nnc(-c3ccoc3C)o2)CC1
- Frontier orbital gap: 8.037 eV
- HOMO level: -0.2710 hartree
- ΔE to the lowest compared entry with this formula, charge and spin: 311.47 kJ/mol
- Spin multiplicity: 1
- LUMO level: 0.66 eV



[5]
One molecule with the formula C20H22N4O4S2, computed with the ωB97M-V functional and the def2-TZVPD basis.

Last column: natural (NBO) charge in e.
Positions of all 52 atoms, in Å:
C -5.868 3.443 -0.963  -0.593
C -4.367 3.183 -1.097  -0.454
C -4.064 1.736 -0.998  0.072
N -3.607 1.013 -1.953  -0.259
N -3.422 -0.260 -1.646  -0.285
C -3.720 -0.546 -0.424  0.215
N -3.670 -1.830 0.054  -0.637
C -3.366 -2.330 1.292  0.662
O -3.482 -3.511 1.516  -0.573
C -2.869 -1.359 2.360  -0.178
O -2.157 -0.243 1.892  -0.503
C -1.090 -0.439 1.048  0.283
C -0.504 -1.668 0.773  -0.292
C 0.544 -1.747 -0.125  -0.206
C 1.040 -0.607 -0.750  0.183
N 2.101 -0.743 -1.657  -0.681
C 2.299 0.280 -2.657  -0.432
S 3.554 -1.326 -1.020  2.316
O 3.284 -2.479 -0.219  -0.929
O 4.470 -1.452 -2.114  -0.936
C 4.053 0.028 0.035  -0.285
C 4.941 0.975 -0.436  -0.199
C 5.243 2.071 0.355  -0.223
C 4.655 2.227 1.606  0.009
C 4.999 3.402 2.468  -0.631
C 3.760 1.260 2.056  -0.207
C 3.455 0.161 1.274  -0.205
C 0.454 0.624 -0.461  -0.235
C -0.600 0.705 0.424  -0.247
S -4.327 0.828 0.487  0.329
H -6.070 4.508 -1.046  0.215
H -6.412 2.923 -1.747  0.215
H -6.230 3.095 0.002  0.205
H -4.007 3.533 -2.065  0.240
H -3.833 3.718 -0.307  0.217
H -3.786 -2.542 -0.662  0.436
H -3.735 -0.947 2.890  0.226
H -2.278 -1.947 3.076  0.218
H -0.860 -2.574 1.239  0.230
H 0.999 -2.699 -0.338  0.250
H 2.663 1.224 -2.236  0.182
H 3.044 -0.104 -3.351  0.244
H 1.362 0.451 -3.184  0.221
H 5.391 0.831 -1.405  0.240
H 5.942 2.813 -0.003  0.216
H 4.153 3.690 3.087  0.219
H 5.826 3.142 3.129  0.227
H 5.306 4.252 1.865  0.219
H 3.299 1.372 3.026  0.215
H 2.770 -0.602 1.610  0.241
H 0.811 1.527 -0.930  0.221
H -1.061 1.654 0.647  0.224

Output
- Structure (SMILES): CCc1nnc(NC(=O)COc2ccc(N(C)S(=O)(=O)c3ccc(C)cc3)cc2)s1
- Frontier orbital gap: 8.742 eV
- HOMO level: -0.3089 hartree
- ΔE to the lowest compared entry with this formula, charge and spin: 54.06 kJ/mol
- Spin multiplicity: 1
- LUMO level: 0.34 eV



[6]
One molecule with the formula C20H22N6OS, computed with the ωB97M-V functional and the def2-TZVPD basis.

Last column: natural (NBO) charge in e.
Positions of all 50 atoms, in Å:
C -8.632 -0.239 0.001  -0.254
O -7.727 -1.317 -0.011  -0.486
C -6.395 -1.048 -0.011  0.304
C -5.561 -2.192 -0.023  -0.206
C -4.205 -2.077 -0.024  -0.185
C -3.603 -0.800 -0.013  0.174
N -2.262 -0.700 -0.014  -0.478
C -1.747 0.507 -0.003  0.558
N -0.380 0.565 -0.005  -0.576
C 0.455 1.657 0.003  0.668
N -0.075 2.870 0.019  -0.801
N 1.726 1.341 -0.002  -0.655
C 2.737 2.216 -0.004  0.319
S 2.653 3.899 -0.014  -0.336
N 3.999 1.721 -0.004  -0.585
C 4.505 0.428 0.004  0.234
C 3.719 -0.719 0.042  -0.282
C 4.325 -1.961 0.047  -0.175
C 5.704 -2.106 0.017  -0.048
C 6.327 -3.469 0.024  -0.626
C 6.499 -0.956 -0.020  0.001
C 7.994 -1.063 -0.053  -0.629
C 5.893 0.287 -0.026  -0.253
N -2.448 1.660 0.009  -0.532
C -3.758 1.599 0.010  0.321
C -4.489 2.901 0.024  -0.659
C -4.436 0.352 0.000  -0.089
C -5.837 0.208 0.000  -0.312
H -9.624 -0.688 -0.001  0.205
H -8.514 0.373 0.901  0.178
H -8.518 0.391 -0.887  0.178
H -6.045 -3.157 -0.031  0.231
H -3.562 -2.942 -0.033  0.231
H 0.081 -0.336 -0.016  0.435
H -1.085 2.949 0.019  0.435
H 0.588 3.654 0.016  0.428
H 4.702 2.452 -0.016  0.412
H 2.648 -0.622 0.066  0.243
H 3.703 -2.844 0.077  0.202
H 5.562 -4.241 0.056  0.215
H 6.978 -3.591 0.890  0.213
H 6.934 -3.620 -0.869  0.213
H 8.452 -0.078 -0.077  0.215
H 8.359 -1.594 0.826  0.217
H 8.318 -1.618 -0.933  0.217
H 6.510 1.176 -0.054  0.198
H -3.777 3.722 0.033  0.238
H -5.122 2.969 0.907  0.232
H -5.120 2.988 -0.859  0.232
H -6.450 1.094 0.009  0.223

Output
- Structure (SMILES): COc1ccc2nc(N/C(N)=N/C(=S)Nc3ccc(C)c(C)c3)nc(C)c2c1
- Frontier orbital gap: 7.188 eV
- HOMO level: -0.2748 hartree
- ΔE to the lowest compared entry with this formula, charge and spin: 10.78 kJ/mol
- Spin multiplicity: 1
- LUMO level: -0.29 eV



[7]
C20H23AsN3O2RhS as an isolated structure, computed with the ωB97M-V functional and the def2-TZVPD basis.

Last column: natural (NBO) charge in e.
Positions of all 51 atoms, in Å:
Rh -0.150 -0.104 0.047  0.842
O -1.752 0.931 -0.632  -0.682
C -2.973 0.629 -0.337  0.498
C -4.006 1.337 -1.010  -0.308
C -5.327 1.126 -0.728  -0.153
C -5.725 0.208 0.262  -0.295
C -4.756 -0.484 0.933  -0.123
C -3.382 -0.323 0.644  -0.290
C -2.480 -1.163 1.374  0.203
N -1.254 -1.410 1.083  -0.409
C -0.466 -2.315 1.928  -0.230
C 0.949 -1.750 2.102  -0.239
N 1.318 -1.254 0.785  -0.421
C 2.303 -1.757 0.130  0.198
C 2.435 -1.760 -1.291  -0.277
C 3.671 -2.153 -1.849  -0.129
C 3.838 -2.290 -3.198  -0.294
C 2.727 -2.071 -4.037  -0.171
C 1.512 -1.699 -3.532  -0.243
C 1.312 -1.501 -2.136  0.416
O 0.143 -1.140 -1.731  -0.706
H -3.697 2.042 -1.771  0.221
H -6.080 1.682 -1.274  0.210
H -6.771 0.049 0.482  0.213
H -5.037 -1.202 1.695  0.202
H -2.907 -1.679 2.236  0.182
H -0.951 -2.467 2.894  0.204
H -0.392 -3.279 1.417  0.207
H 0.948 -0.943 2.835  0.225
H 1.628 -2.536 2.442  0.199
H 3.074 -2.279 0.703  0.178
H 4.504 -2.333 -1.178  0.201
H 4.796 -2.569 -3.614  0.212
H 2.837 -2.200 -5.107  0.210
H 0.658 -1.539 -4.177  0.217
C -0.281 4.009 0.471  -0.960
As 1.403 3.145 0.146  1.483
C 2.436 4.495 -0.761  -0.970
C 2.461 2.811 1.719  -0.957
S 1.256 1.484 -1.164  -0.451
H -0.248 4.575 1.400  0.247
H -1.053 3.248 0.525  0.282
H -0.462 4.664 -0.380  0.238
H 2.538 5.370 -0.119  0.237
H 1.935 4.771 -1.686  0.249
H 3.419 4.091 -0.994  0.247
H 2.171 3.486 2.522  0.251
H 3.501 2.964 1.436  0.235
H 2.302 1.786 2.035  0.265
N -0.307 1.634 2.640  -0.556
C -0.252 0.996 1.676  0.093

Output
- Frontier orbital gap: 7.777 eV
- HOMO level: -0.2748 hartree
- ΔE to the lowest compared entry with this formula, charge and spin: 44.29 kJ/mol
- Spin multiplicity: 1
- LUMO level: 0.30 eV



[8]
C20H23AsN7PtSSe as an isolated structure, computed with the ωB97M-V functional and the def2-TZVPD basis.

Last column: natural (NBO) charge in e.
Positions of all 54 atoms, in Å:
Pt 0.030 0.126 -0.074  0.779
N 6.211 -0.034 0.183  -0.753
C 4.859 -0.006 0.182  0.253
C 4.106 -0.965 -0.517  -0.306
C 2.742 -0.876 -0.528  0.081
N 2.065 0.094 0.111  -0.511
C 2.775 1.001 0.812  0.065
C 4.143 0.994 0.862  -0.311
H 6.700 -0.820 -0.204  0.407
H 6.731 0.574 0.788  0.406
H 4.593 -1.778 -1.043  0.239
H 2.149 -1.607 -1.062  0.223
H 2.197 1.730 1.362  0.241
H 4.662 1.750 1.440  0.234
C -2.170 -1.023 4.652  -0.967
As -1.867 -0.678 2.795  1.485
C -3.098 0.721 2.374  -0.971
C -2.262 -2.327 1.918  -0.971
S 0.170 -0.121 2.455  -0.589
H -3.213 -1.311 4.774  0.258
H -1.966 -0.127 5.230  0.255
H -1.526 -1.830 4.986  0.257
H -4.116 0.329 2.392  0.273
H -2.865 1.142 1.406  0.256
H -2.972 1.482 3.139  0.256
H -3.331 -2.530 1.950  0.281
H -1.715 -3.092 2.456  0.254
H -1.914 -2.280 0.895  0.253
C -0.190 1.725 -3.533  -0.421
N 1.028 2.273 -2.938  -0.370
C 1.152 2.753 -1.689  0.280
Se -0.127 2.807 -0.324  -0.107
N 2.410 3.208 -1.569  -0.533
C 3.139 2.990 -2.743  0.097
C 4.458 3.242 -3.090  -0.221
C 4.846 2.867 -4.365  -0.192
C 3.944 2.270 -5.257  -0.195
C 2.628 2.023 -4.899  -0.227
C 2.251 2.391 -3.616  0.161
H -0.978 1.733 -2.793  0.251
H -0.013 0.702 -3.865  0.219
H -0.490 2.333 -4.384  0.231
H 2.743 3.638 -0.725  0.440
H 5.150 3.711 -2.397  0.233
H 5.867 3.047 -4.685  0.234
H 4.282 1.997 -6.251  0.235
H 1.927 1.569 -5.594  0.237
N -1.829 -0.065 -0.676  -0.594
C -2.986 -0.099 -0.778  0.487
C -4.349 -0.156 -0.848  -0.545
C -5.091 0.706 -1.723  0.280
N -5.688 1.400 -2.426  -0.303
C -4.991 -1.031 0.097  0.313
N -5.442 -1.704 0.921  -0.368

Output
- Frontier orbital gap (alpha / beta): 6.244 / 6.132 eV
- HOMO level (alpha / beta): -0.3865 / -0.3844 hartree
- Charge: +1
- ΔE to the lowest compared entry with this formula, charge and spin: 163.28 kJ/mol
- Spin multiplicity: 1
- LUMO level (alpha / beta): -4.27 / -4.33 eV



| no. | F_max (eV/A) |
| --- | --- |
| 1 | 2.91 |
| 2 | 18.32 |
| 3 | 1.36 |
| 4 | 1.44 |
| 5 | 1.74 |
| 6 | 1.02 |
| 7 | 0.80 |
| 8 | 1.09 |